# C8H10ClN

A cluster of 2 separate species, C8H10ClN in total in a non-equilibrium geometry (ωB97M-V/def2-TZVPD, OMol25).

CARTESIAN COORDINATES (ANGSTROEM)
H1 1.951 1.711 -3.370
N1 1.468 0.838 -3.259
C1 1.731 -0.055 -2.413
C2 0.883 -1.221 -2.425
Cl1 3.167 -0.008 -1.318
H2 1.472 -2.108 -2.347
H3 0.205 -1.243 -1.479
H4 0.033 -1.149 -3.205
C3 -1.834 1.240 1.804
C4 -0.600 1.537 1.145
C5 0.247 0.475 0.941
C6 -0.010 -0.755 1.414
C7 -1.209 -1.051 2.020
C8 -2.086 -0.044 2.299
H5 -2.526 2.051 1.972
H6 -0.471 2.598 0.844
H7 1.104 0.733 0.301
H8 0.679 -1.547 1.413
H9 -1.331 -1.918 2.546
H10 -2.874 -0.084 3.117

## Properties
Gap between HOMO and LUMO (eV): 10.15
Multiplicity: 1
SMILES string: [H]/N=C(/C)Cl.c1ccccc1
Charge: 0
E_LUMO (eV): 0.8
ΔE to the lowest compared entry with this formula, charge and spin (kJ/mol): 203.6

---

# C8H10FN3O3S

The molecule C8H10FN3O3S in a non-equilibrium geometry (ωB97M-V/def2-TZVPD, OMol25).

CARTESIAN COORDINATES (ANGSTROEM)
N1 -4.068 -1.043 0.366
C1 -2.895 -0.429 0.156
N2 -2.759 0.823 0.511
C2 -1.618 1.514 0.360
O1 -1.481 2.678 0.635
N3 -0.488 0.795 -0.190
C3 0.776 1.515 -0.255
C4 1.552 1.251 -1.541
S1 2.608 -0.188 -1.162
C5 2.483 0.152 0.643
C6 2.064 -1.100 1.416
O2 3.145 -1.994 1.377
O3 1.619 1.234 0.828
C7 -0.619 -0.485 -0.601
C8 -1.801 -1.125 -0.447
F1 -1.957 -2.409 -0.857
H1 -4.818 -0.510 0.768
H2 -4.213 -1.989 0.062
H3 0.496 2.572 -0.141
H4 2.192 2.100 -1.779
H5 0.908 1.023 -2.385
H6 3.479 0.444 0.996
H7 1.161 -1.545 0.974
H8 1.831 -0.790 2.445
H9 2.900 -2.811 1.824
H10 0.230 -0.973 -1.062

## Properties
Gap between HOMO and LUMO (eV): 9.35
Multiplicity: 1
SMILES string: Nc1nc(=O)n([C@@H]2CS[C@H](CO)O2)cc1F
Charge: 0
E_LUMO (eV): 0.5

---

# C8H10IN3

A cluster of 2 separate species, C8H10IN3 in total in a non-equilibrium geometry (ωB97M-V/def2-TZVPD, OMol25).

CARTESIAN COORDINATES (ANGSTROEM)
C1 -2.081 2.091 -0.574
C2 -1.364 0.741 -0.443
C3 -1.876 -0.437 -1.129
N1 -1.375 -1.656 -0.988
N2 -0.204 -1.691 -0.475
C4 0.571 -2.799 -0.248
C5 1.679 -2.411 0.487
N3 1.566 -1.105 0.762
C6 0.485 -0.645 0.190
C7 -0.221 0.529 0.291
C8 0.479 1.673 1.029
H1 -2.351 2.322 0.456
H2 -3.012 1.894 -1.106
H3 -1.463 2.955 -0.863
H4 -2.833 -0.522 -1.628
H5 0.230 -3.749 -0.518
H6 2.640 -2.764 0.694
H7 1.238 1.153 1.581
H8 -0.184 2.159 1.710
H9 0.931 2.398 0.410
I1 4.285 0.381 -0.099
H10 2.860 -0.516 0.462

## Properties
Gap between HOMO and LUMO (eV): 8.44
Multiplicity: 1
SMILES string: Cc1cnn2ccnc2c1C.I
Charge: 0
E_LUMO (eV): -0.2
ΔE to the lowest compared entry with this formula, charge and spin (kJ/mol): 0.0

---

# C8H10INO

The molecule C8H10INO in a non-equilibrium geometry (ωB97M-V/def2-TZVPD, OMol25).

CARTESIAN COORDINATES (ANGSTROEM)
C1 -1.924 -0.523 0.184
C2 -0.171 -0.099 -1.588
C3 1.186 1.128 -0.139
C4 -1.075 0.535 -0.527
C5 1.178 -0.219 -0.894
C6 -0.158 1.116 0.588
C7 -0.334 0.115 1.650
C8 1.251 -1.440 0.018
N1 -1.373 -0.744 1.431
O1 -2.912 -1.006 -0.318
I1 3.146 -1.810 0.911
H1 -0.544 -1.180 -1.959
H2 0.083 0.485 -2.517
H3 1.935 1.133 0.571
H4 1.373 1.981 -0.801
H5 -1.766 1.408 -0.858
H6 1.912 -0.141 -1.772
H7 -0.413 2.051 0.897
H8 0.162 0.199 2.512
H9 0.435 -1.915 0.471
H10 -1.990 -1.074 2.139

## Properties
Gap between HOMO and LUMO (alpha / beta) (eV): 8.39 / 7.17
Multiplicity: 1
Charge: 0
E_LUMO (alpha / beta) (eV): 0.5 / -0.1
ΔE to the lowest compared entry with this formula, charge and spin (kJ/mol): 219.4

---

# C8H10N2O

A cluster of 2 separate species, C8H10N2O in total in a non-equilibrium geometry (ωB97M-V/def2-TZVPD, OMol25).

CARTESIAN COORDINATES (ANGSTROEM)
C1 1.488 -0.039 3.130
C2 1.086 -0.302 1.903
C3 0.845 0.682 0.799
C4 0.507 0.273 -0.433
C5 0.052 1.228 -1.558
C6 0.150 0.326 -2.796
C7 0.322 -1.036 -2.153
N1 0.558 -1.000 -0.889
H1 1.854 0.959 3.496
H2 1.518 -0.769 3.989
H3 1.046 -1.319 1.475
H4 0.744 1.696 0.998
H5 0.479 2.277 -1.551
H6 -1.031 1.248 -1.456
H7 1.047 0.758 -3.235
H8 -0.723 0.435 -3.546
H9 0.350 -1.969 -2.659
N2 -2.304 -0.577 1.738
C8 -2.486 -0.965 0.616
O1 -2.596 -1.246 -0.490
H10 -2.906 -0.660 2.624

## Properties
Gap between HOMO and LUMO (eV): 8.53
Multiplicity: 1
SMILES string: C=C/C=C1/CCC=N1.N=C=O
Charge: 0
E_LUMO (eV): 0.6
ΔE to the lowest compared entry with this formula, charge and spin (kJ/mol): 272.2

---

# C8H10N2O3

The molecule C8H10N2O3 in a non-equilibrium geometry (ωB97M-V/def2-TZVPD, OMol25).

CARTESIAN COORDINATES (ANGSTROEM)
O1 3.038 -2.084 -1.255
C1 2.457 -1.676 -0.261
C2 2.164 -2.107 1.098
N1 2.510 -3.377 1.464
O2 1.975 -3.939 2.440
C3 1.533 -1.145 1.852
O3 1.013 -1.146 2.934
C4 1.310 0.065 0.907
C5 0.014 0.884 1.108
C6 -1.208 0.057 0.645
C7 -0.944 -0.227 -0.901
N2 0.373 -1.045 -1.089
C8 1.553 -0.456 -0.492
H1 2.118 0.792 1.119
H2 -0.043 1.925 0.823
H3 0.020 1.043 2.143
H4 -1.253 -1.034 1.001
H5 -2.091 0.540 0.797
H6 -1.624 -0.816 -1.371
H7 -0.687 0.602 -1.451
H8 0.139 -1.969 -0.632
H9 0.587 -1.089 -2.109
H10 1.982 0.339 -1.181

## Properties
Gap between HOMO and LUMO (alpha / beta) (eV): 7.21 / 7.21
Multiplicity: 1
SMILES string: O=C1/C(=N/[O-])C(=O)[C@@H]2CCC[NH2+][C@H]12
Charge: 0
E_LUMO (alpha / beta) (eV): -0.3 / -0.3
ΔE to the lowest compared entry with this formula, charge and spin (kJ/mol): 514.4